Entry 1:
Entry from the Open Molecules 2025 dataset: 4 unconnected molecules or ions with the total composition C11H24BrNO4PS3 (the ωB97M-V functional and the def2-TZVPD basis).

Last column: natural (NBO) charge in e.
Cartesian coordinates (Å):
1 O -3.660 5.644 0.816  -0.951
2 P -3.739 4.157 1.614  1.066
3 Br -5.862 3.426 1.761  -0.183
4 C -2.897 2.922 0.465  -0.264
5 C -3.318 1.490 0.554  -0.237
6 C -2.653 0.529 -0.295  0.067
7 N -1.605 0.894 -1.206  -0.474
8 C -1.230 2.207 -1.316  0.110
9 C -1.839 3.275 -0.512  -0.238
10 H -4.565 5.841 0.498  0.511
11 H -4.115 1.149 1.254  0.272
12 H -2.938 -0.548 -0.249  0.246
13 H -1.151 0.166 -1.788  0.491
14 H -0.408 2.447 -2.036  0.256
15 H -1.533 4.343 -0.611  0.276
16 C -2.879 -1.969 -4.515  -0.818
17 S -2.798 -1.687 -2.739  1.212
18 O -1.348 -1.668 -2.341  -1.013
19 C -3.463 -3.295 -2.277  -0.819
20 H -2.470 -1.096 -5.022  0.249
21 H -2.291 -2.850 -4.777  0.249
22 H -3.918 -2.108 -4.813  0.247
23 H -2.833 -4.087 -2.684  0.250
24 H -4.480 -3.389 -2.657  0.248
25 H -3.475 -3.365 -1.189  0.241
26 C 0.052 -1.904 0.772  -0.833
27 S 0.824 -0.783 1.957  1.236
28 O 2.248 -0.621 1.556  -0.981
29 C 0.783 -1.926 3.349  -0.828
30 H 0.009 -1.408 -0.197  0.236
31 H 0.642 -2.817 0.684  0.245
32 H -0.961 -2.142 1.103  0.215
33 H 1.329 -2.836 3.098  0.239
34 H -0.253 -2.164 3.594  0.228
35 H 1.255 -1.444 4.205  0.249
36 C 5.754 0.015 0.445  -0.837
37 S 6.863 1.386 0.823  1.243
38 O 8.175 1.086 0.187  -0.978
39 C 7.017 1.017 2.581  -0.832
40 H 5.548 0.024 -0.625  0.234
41 H 6.226 -0.930 0.716  0.229
42 H 4.819 0.140 0.995  0.242
43 H 7.409 0.007 2.716  0.231
44 H 6.041 1.108 3.059  0.225
45 H 7.706 1.735 3.024  0.241

HOMO in Eh: -0.3666
Total charge: +1
Max |F| in eV/Å: 3.52

---

Entry 2:
Entry from the Open Molecules 2025 dataset: HN2O3P in the gas phase (the ωB97M-V functional and the def2-TZVPD basis).

Last column: natural (NBO) charge in e.
Cartesian coordinates (Å):
1 O 0.018 -2.805 -0.467  -0.232
2 N 0.792 -1.981 -0.045  -0.170
3 P 0.446 -0.547 0.716  0.800
4 N 1.874 0.285 -0.012  0.330
5 O 2.929 -0.279 0.054  -0.334
6 O 1.627 1.385 -0.442  -0.373
7 H -0.495 0.247 0.035  -0.021

HOMO (spin up / spin down) in Eh: -0.3583 / -0.3586
SMILES: O=NP[N+](=O)[O-]
Relative energy (zero: lowest compared OMol25 entry of this formula, charge and spin) in eV: 1.2179
Max |F| in eV/Å: 2.67

---

Entry 3:
Entry from the Open Molecules 2025 dataset: C24H14ClF4N3O4 in the gas phase (the ωB97M-V functional and the def2-TZVPD basis).

Last column: natural (NBO) charge in e.
Cartesian coordinates (Å):
1 C -0.913 -1.914 5.794  -0.690
2 C -1.004 -1.245 4.462  0.663
3 O -1.981 -1.661 3.814  -0.611
4 N 0.148 -0.714 3.961  -0.594
5 C 0.235 -0.250 2.673  0.354
6 C -0.751 -0.265 1.679  -0.266
7 C -0.460 0.228 0.421  0.017
8 C -1.224 0.285 -0.728  -0.026
9 C -2.560 -0.324 -1.094  -0.140
10 C -2.624 -1.122 -2.185  -0.180
11 C -3.746 -1.806 -2.673  -0.155
12 C -4.930 -1.577 -1.891  -0.144
13 C -6.209 -2.158 -2.404  0.754
14 O -6.034 -2.718 -3.509  -0.616
15 O -7.364 -2.251 -1.726  -0.652
16 C -4.942 -0.818 -0.729  -0.231
17 C -3.702 -0.160 -0.317  0.435
18 F -3.723 0.608 0.880  -0.333
19 C -0.393 0.879 -1.632  0.018
20 N 0.969 1.049 -1.135  -0.409
21 C 2.030 1.209 -1.988  0.677
22 O 1.845 1.372 -3.272  -0.554
23 C 3.411 1.080 -1.553  -0.176
24 C 3.986 -0.151 -1.269  -0.019
25 Cl 2.920 -1.515 -1.282  0.049
26 C 5.347 -0.155 -0.879  -0.171
27 C 6.160 1.065 -0.687  -0.189
28 C 5.530 2.207 -0.898  -0.224
29 C 4.173 2.247 -1.435  -0.013
30 C 3.495 3.659 -1.606  0.969
31 F 2.392 3.882 -0.811  -0.331
32 F 4.405 4.623 -1.264  -0.324
33 F 3.070 3.778 -2.859  -0.296
34 C 0.850 0.707 0.161  0.082
35 C 1.709 0.783 1.289  0.041
36 N 1.330 0.317 2.445  -0.463
37 H -0.705 -3.010 5.651  0.251
38 H -1.925 -1.705 6.184  0.243
39 H -0.116 -1.365 6.373  0.194
40 H 0.827 -0.278 4.511  0.417
41 H -1.750 -0.655 1.852  0.264
42 H -1.731 -1.223 -2.770  0.222
43 H -3.653 -2.530 -3.509  0.262
44 H -7.789 -2.918 -2.383  0.513
45 H -5.854 -0.670 -0.204  0.245
46 H -0.698 1.053 -2.686  0.248
47 H 5.789 -1.043 -0.775  0.211
48 H 7.250 0.902 -0.423  0.240
49 H 6.201 3.033 -0.722  0.243
50 H 2.709 1.232 1.150  0.197

HOMO in Eh: -0.3151
SMILES: CC(=O)Nc1cc2c(-c3ccc(C(=O)O)cc3F)cn(C(=O)c3c(Cl)cccc3C(F)(F)F)c2cn1
Relative energy (zero: lowest compared OMol25 entry of this formula, charge and spin) in eV: 0.8122
Max |F| in eV/Å: 6.56

---

Entry 4:
Entry from the Open Molecules 2025 dataset: a molecular structure, C2H2N2O2 (the ωB97M-V functional and the def2-TZVPD basis).

Last column: natural (NBO) charge in e.
Cartesian coordinates (Å):
1 O -1.644 -0.775 1.820  -0.512
2 C -0.829 0.026 1.601  1.041
3 N -0.216 -0.772 -0.635  -0.798
4 C 0.545 0.188 -0.726  0.463
5 N 1.214 1.201 -0.538  -0.455
6 O -0.044 0.888 1.525  -0.539
7 H -0.367 -1.409 -1.387  0.412
8 H 1.340 0.652 -1.660  0.387

HOMO in Eh: -0.3708
Relative energy (zero: lowest compared OMol25 entry of this formula, charge and spin) in eV: 2.4356
Max |F| in eV/Å: 3.28

---

Entry 5:
Entry from the Open Molecules 2025 dataset: a molecular structure, C47H39N2P2PdSe2Si (the ωB97M-V functional and the def2-TZVPD basis).

Last column: Mulliken charge in e.
Cartesian coordinates (Å):
1 Pd -0.440 0.608 0.242  -0.672
2 C 2.278 -1.519 -0.934  -1.412
3 Si 1.756 0.098 -0.137  3.145
4 C 2.726 0.114 1.494  0.676
5 C 4.117 -0.039 1.598  -0.717
6 C 4.754 0.019 2.822  -0.860
7 C 4.013 0.227 3.985  -0.812
8 C 2.642 0.350 3.909  0.210
9 C 2.000 0.272 2.670  -1.075
10 P 0.186 0.466 2.448  1.852
11 C -0.063 2.032 3.369  0.375
12 C 0.681 3.131 2.950  -0.464
13 C 0.544 4.355 3.581  -0.405
14 C -0.350 4.498 4.635  -0.695
15 C -1.093 3.407 5.058  -0.591
16 C -0.948 2.177 4.429  -0.566
17 C -0.538 -0.857 3.480  0.703
18 C -1.928 -0.956 3.573  -0.401
19 C -2.514 -2.020 4.238  -0.827
20 C -1.727 -3.009 4.810  -0.604
21 C -0.348 -2.927 4.711  -0.778
22 C 0.243 -1.861 4.047  -0.730
23 C 2.403 1.469 -1.291  0.137
24 C 3.744 1.821 -1.475  -0.644
25 C 4.126 2.727 -2.450  -0.824
26 C 3.170 3.284 -3.293  -0.901
27 C 1.838 2.946 -3.133  -0.290
28 C 1.453 2.069 -2.121  -0.073
29 P -0.293 1.556 -1.856  2.118
30 C -1.289 3.050 -2.170  -0.561
31 C -0.802 4.455 -1.900  -0.634
32 C -1.884 5.576 -1.999  -0.103
33 C -3.252 5.151 -2.423  -0.999
34 C -3.561 3.876 -2.632  -0.721
35 C -2.567 2.807 -2.478  -0.018
36 C -0.586 0.514 -3.325  0.758
37 C -0.743 1.010 -4.614  -0.469
38 C -0.867 0.139 -5.685  -0.740
39 C -0.836 -1.234 -5.475  -0.588
40 C -0.710 -1.734 -4.187  -1.260
41 C -0.600 -0.861 -3.115  0.061
42 H 3.314 -1.426 -1.273  0.410
43 H 1.667 -1.786 -1.798  0.207
44 H 2.226 -2.336 -0.215  0.363
45 H 4.711 -0.208 0.708  0.321
46 H 5.830 -0.090 2.879  0.413
47 H 4.512 0.288 4.944  0.408
48 H 2.061 0.513 4.811  0.501
49 H 1.354 3.035 2.104  0.075
50 H 1.122 5.202 3.234  0.438
51 H -0.471 5.460 5.118  0.356
52 H -1.796 3.508 5.874  0.413
53 H -1.540 1.337 4.766  0.290
54 H -2.550 -0.205 3.103  0.241
55 H -3.594 -2.083 4.286  0.428
56 H -2.188 -3.849 5.314  0.382
57 H 0.277 -3.704 5.134  0.392
58 H 1.320 -1.834 3.950  0.312
59 H 4.507 1.386 -0.843  0.167
60 H 5.169 2.994 -2.565  0.412
61 H 3.464 3.977 -4.071  0.404
62 H 1.093 3.365 -3.798  0.384
63 H 0.090 4.680 -2.487  0.558
64 H -1.561 6.409 -2.631  0.412
65 H -4.011 5.918 -2.534  0.341
66 H -4.567 3.592 -2.913  0.421
67 H -2.911 1.782 -2.588  0.391
68 H -0.786 2.081 -4.784  0.284
69 H -0.997 0.535 -6.684  0.411
70 H -0.940 -1.913 -6.312  0.370
71 H -0.740 -2.799 -4.006  0.462
72 H -0.581 -1.244 -2.098  0.119
73 Se -2.697 1.636 1.127  -0.260
74 Se -3.464 -1.173 -1.462  -0.312
75 C -2.431 -2.345 -0.422  -0.173
76 C -2.884 -3.671 -0.192  -0.724
77 C -2.160 -4.544 0.575  -0.403
78 C -0.948 -4.122 1.133  -1.051
79 C -0.570 -2.825 0.870  -0.424
80 N -1.268 -1.956 0.137  0.374
81 C -2.087 3.394 0.808  0.059
82 C -3.056 4.511 0.987  -0.633
83 C -2.846 5.696 0.425  -1.237
84 C -1.679 5.909 -0.480  0.101
85 C -0.609 4.778 -0.386  -0.868
86 N -0.907 3.584 0.355  0.764
87 H -3.825 -3.965 -0.636  0.424
88 H -2.531 -5.548 0.752  0.336
89 H -0.336 -4.763 1.753  0.494
90 H 0.358 -2.439 1.289  0.300
91 H -3.916 4.325 1.617  0.498
92 H -3.538 6.513 0.600  0.348
93 H -1.262 6.910 -0.350  0.497
94 H 0.398 5.124 -0.135  0.199

HOMO in Eh: -0.1220
Total charge: -1
Max |F| in eV/Å: 0.66

---

Entry 6:
Entry from the Open Molecules 2025 dataset: C11H23N3O3 in the gas phase (the ωB97M-V functional and the def2-TZVPD basis).

Last column: natural (NBO) charge in e.
Cartesian coordinates (Å):
1 C 1.649 0.829 2.000  -0.625
2 C 0.818 0.036 3.063  -0.269
3 C 1.498 0.172 4.393  -0.614
4 C 0.400 -1.261 2.670  -0.125
5 N 1.569 -2.108 2.191  -0.871
6 C -0.601 -1.134 1.412  0.681
7 O -1.634 -0.480 1.435  -0.666
8 N -0.071 -1.551 0.312  -0.665
9 C -0.874 -1.572 -0.910  -0.160
10 C -0.635 -0.364 -1.851  -0.404
11 C -0.895 0.976 -1.299  -0.417
12 C -0.681 2.066 -2.307  -0.409
13 C -1.679 2.211 -3.482  -0.201
14 N -1.335 3.417 -4.152  -0.822
15 C -0.283 -2.785 -1.681  0.809
16 O 0.634 -3.462 -1.101  -0.629
17 O -0.812 -2.938 -2.849  -0.650
18 H 1.428 1.921 2.214  0.220
19 H 1.358 0.514 0.901  0.222
20 H 2.646 0.411 2.038  0.207
21 H -0.032 0.715 3.190  0.239
22 H 2.347 -0.458 4.768  0.211
23 H 1.791 1.343 4.281  0.217
24 H 0.693 0.101 5.223  0.213
25 H -0.118 -1.686 3.524  0.202
26 H 1.490 -3.133 2.350  0.377
27 H 2.369 -1.738 2.837  0.372
28 H 0.653 -2.520 0.465  0.497
29 H -2.014 -1.508 -0.809  0.251
30 H -1.019 -0.723 -2.876  0.216
31 H 0.381 -0.379 -2.036  0.194
32 H -1.928 1.023 -0.742  0.229
33 H -0.110 1.095 -0.433  0.220
34 H 0.375 2.035 -2.808  0.177
35 H -0.746 2.956 -1.737  0.199
36 H -1.657 1.222 -4.032  0.198
37 H -2.745 2.599 -2.922  0.181
38 H -1.505 4.199 -3.616  0.348
39 H -0.310 3.510 -4.183  0.334
40 H -0.413 -3.552 -3.437  0.511

HOMO in Eh: -0.3315
SMILES: CC(C)[C@H](N)C(=O)N[C@@H](CCCCN)C(=O)O
Relative energy (zero: lowest compared OMol25 entry of this formula, charge and spin) in eV: 4.2799
Max |F| in eV/Å: 5.43

---

Entry 7:
Entry from the Open Molecules 2025 dataset: a molecular structure, C7H7CoO6S (the ωB97M-V functional and the def2-TZVPD basis).

Last column: Mulliken spin population.
Cartesian coordinates (Å):
1 O 3.769 -1.736 -1.637  0.104
2 C 3.203 -1.218 -0.776  0.333
3 Co 1.256 -0.392 -0.048  0.806
4 O 1.242 -1.381 -2.788  0.077
5 C 1.261 -1.016 -1.695  0.281
6 C 1.115 0.353 1.625  0.205
7 O 0.597 0.898 2.547  0.108
8 C 1.077 1.251 -0.585  0.003
9 O 1.014 2.339 -0.974  0.016
10 C 0.268 -1.685 0.634  0.017
11 O -0.385 -2.536 1.086  0.017
12 H 2.170 -0.065 1.410  0.077
13 C -3.467 -0.115 1.173  0.051
14 S -3.233 -0.342 -0.616  0.244
15 C -4.746 0.543 -1.041  0.072
16 O -1.966 0.363 -1.009  0.572
17 H -4.506 -0.320 1.420  0.000
18 H -3.211 0.949 1.331  0.007
19 H -2.742 -0.786 1.672  0.002
20 H -4.690 1.554 -0.663  0.010
21 H -4.883 0.579 -2.116  0.001
22 H -5.594 0.046 -0.551  -0.003

HOMO (spin up / spin down) in Eh: -0.3220 / -0.4642
Total charge: +1
Max |F| in eV/Å: 4.33
Spin multiplicity: 4

---

Entry 8:
Entry from the Open Molecules 2025 dataset: a molecular structure, C21H35N2O (the ωB97M-V functional and the def2-TZVPD basis).

Last column: natural (NBO) charge in e.
Cartesian coordinates (Å):
1 C -5.258 -2.432 1.227  -0.634
2 C -4.160 -1.493 0.550  0.022
3 C -4.266 -0.026 0.753  -0.170
4 C -3.471 0.749 0.203  -0.035
5 C -2.466 0.110 -0.720  0.135
6 C -2.420 -1.162 -0.779  0.026
7 C -3.371 -2.069 -0.086  -0.247
8 H -3.214 -2.979 -0.570  0.227
9 C -1.340 -1.576 -1.823  -0.570
10 H -0.286 -1.622 -1.227  0.203
11 H -1.558 -2.429 -1.994  0.172
12 H -1.307 -0.901 -2.733  0.224
13 N -1.558 1.045 -1.250  -0.580
14 C -0.254 1.360 -0.855  0.676
15 O 0.272 0.448 -0.264  -0.647
16 C 0.420 2.348 -1.454  -0.558
17 C 0.782 3.410 -0.589  -0.355
18 H -0.245 3.997 -0.330  0.216
19 H 1.464 4.408 -1.238  0.228
20 C 1.399 3.242 0.793  -0.383
21 H 1.431 4.080 1.213  0.217
22 H 0.681 2.569 1.355  0.207
23 C 2.838 2.747 0.535  -0.541
24 H 2.873 2.224 -0.330  0.214
25 C 3.210 1.769 1.295  -0.132
26 N 2.505 0.371 1.364  -0.670
27 H 1.995 -0.092 2.259  0.460
28 C 3.194 -0.692 0.849  -0.041
29 C 2.182 -2.110 1.194  -0.405
30 H 2.068 -2.241 2.215  0.205
31 C 2.957 -3.222 0.503  -0.443
32 C 3.270 -3.194 -1.046  -0.397
33 C 4.233 -1.913 -1.091  -0.398
34 C 3.492 -0.818 -0.615  -0.472
35 H 4.145 0.098 -0.730  0.209
36 H 2.639 -0.321 -1.125  0.228
37 H 4.468 -1.820 -2.339  0.238
38 H 5.138 -2.085 -0.307  0.232
39 H 3.791 -4.019 -1.262  0.227
40 H 2.273 -2.916 -1.411  0.215
41 H 2.364 -4.265 0.846  0.222
42 H 3.716 -3.450 1.367  0.217
43 H 1.223 -1.961 0.579  0.203
44 H 4.021 -1.107 1.502  0.215
45 H 1.494 0.564 0.612  0.488
46 H 4.429 1.289 1.456  0.241
47 H 3.110 1.904 2.572  0.198
48 H 3.701 3.299 0.559  0.280
49 H 1.467 2.063 -2.035  0.262
50 H -0.190 2.798 -2.403  0.261
51 H -1.969 2.014 -1.737  0.399
52 C -3.631 2.298 0.428  -0.540
53 H -4.233 2.508 1.126  0.213
54 H -2.647 2.591 0.932  0.184
55 H -3.821 2.709 -0.319  0.173
56 H -5.186 0.350 1.607  0.210
57 H -4.931 -3.502 1.121  0.222
58 H -5.680 -2.111 2.196  0.228
59 H -6.178 -2.356 0.547  0.219

HOMO in Eh: -0.4277
Total charge: +1
Relative energy (zero: lowest compared OMol25 entry of this formula, charge and spin) in eV: 18.1899
Max |F| in eV/Å: 19.67